{"formula": "C39H43N7O2S", "method": "ωB97M-V/def2-TZVPD", "species": ["N", "C", "C", "C", "C", "C", "H", "H", "H", "H", "H", "N", "C", "C", "C", "C", "C", "H", "H", "H", "H", "H", "N", "C", "C", "C", "C", "C", "H", "H", "H", "H", "H", "N", "C", "C", "C", "C", "C", "H", "H", "H", "H", "H", "N", "C", "C", "C", "C", "C", "H", "H", "H", "H", "H", "N", "C", "C", "C", "C", "C", "H", "H", "H", "H", "H", "N", "C", "C", "C", "C", "C", "H", "H", "H", "H", "H", "C", "C", "C", "S", "O", "O", "C", "H", "H", "H", "H", "H", "H", "H", "H"], "coordinates": [[-3.41645, 3.02633, 0.67817], [-3.62614, 1.69159, 0.41949], [-4.79637, 0.98562, 0.82994], [-5.68577, 1.65004, 1.69344], [-5.37359, 2.96308, 2.02885], [-4.27288, 3.63233, 1.51397], [-2.85879, 1.10797, -0.12655], [-4.75734, -0.04345, 0.68729], [-6.54041, 1.12234, 2.02156], [-6.02100, 3.53829, 2.67640], [-4.08021, 4.66037, 1.87226], [0.96656, -3.60029, 0.12622], [0.32844, -4.54672, 0.71436], [0.71071, -5.07006, 1.95610], [1.79288, -4.55238, 2.64515], [2.38396, -3.38993, 2.05235], [1.93964, -2.99669, 0.80647], [-0.56796, -5.00876, 0.28580], [0.08557, -5.82833, 2.38076], [2.16638, -5.12276, 3.49970], [3.27658, -2.88984, 2.42279], [2.37086, -2.06021, 0.36191], [-3.57182, 1.92425, -3.60027], [-3.73463, 2.40454, -4.81576], [-3.04682, 1.93668, -5.94979], [-2.12700, 0.91914, -5.71282], [-1.78252, 0.57994, -4.40598], [-2.58943, 1.07227, -3.33635], [-4.50068, 3.14071, -4.99537], [-3.31571, 2.29410, -6.93569], [-1.44746, 0.49763, -6.45512], [-0.90721, -0.05256, -4.30169], [-2.55168, 0.75022, -2.24277], [3.84009, 0.67026, 1.99350], [4.36880, 0.68014, 0.77153], [5.75710, 0.96633, 0.55551], [6.57729, 1.15203, 1.66795], [6.00213, 1.06403, 2.93864], [4.67881, 0.73215, 3.02925], [3.68406, 0.40636, -0.05796], [6.05778, 1.01529, -0.47086], [7.60398, 1.51934, 1.59371], [6.59830, 1.17348, 3.83512], [4.15286, 0.67135, 4.01550], [2.58606, 1.00710, 5.83388], [1.98416, -0.14852, 5.49577], [0.58708, -0.23757, 5.23125], [-0.19992, 0.89707, 5.41487], [0.48425, 2.07380, 5.90427], [1.82626, 2.08723, 6.05393], [2.64636, -1.01517, 5.42094], [0.14964, -1.22894, 4.93774], [-1.27835, 0.78116, 5.38818], [-0.10071, 2.99216, 6.12970], [2.38967, 2.93008, 6.47077], [3.40750, -2.39812, -5.46189], [3.44931, -1.09142, -5.64900], [3.00433, -0.13914, -4.73138], [2.36781, -0.63511, -3.59152], [2.36793, -2.03200, -3.35444], [2.94982, -2.85841, -4.27007], [3.92990, -0.66882, -6.59763], [3.15690, 0.90334, -4.81430], [1.91785, 0.02538, -2.83218], [1.82286, -2.49189, -2.51001], [2.89888, -3.91385, -4.20761], [-4.62475, -1.60192, -0.99876], [-5.23986, -1.74274, -2.17692], [-4.56701, -2.19581, -3.34704], [-3.21114, -2.61052, -3.20036], [-2.53571, -2.40815, -1.95828], [-3.30276, -1.85517, -0.96494], [-6.30014, -1.58313, -2.20831], [-5.13662, -2.41491, -4.22868], [-2.77925, -3.17351, -4.00831], [-1.49719, -2.56813, -1.78062], [-2.75567, -1.58788, 0.03401], [0.70982, 2.88108, 0.88662], [0.30713, 2.01240, 2.11063], [0.53495, 0.55111, 1.66393], [0.35845, 0.51213, -0.16336], [-0.90167, -0.20786, -0.46079], [1.54981, 0.07703, -0.88859], [0.09043, 2.28189, -0.33452], [1.80038, 2.72576, 0.85476], [0.38573, 3.91037, 0.88438], [-0.78380, 2.21949, 2.35149], [0.95911, 2.26300, 2.88858], [-0.27303, -0.15929, 1.97247], [1.51716, 0.20847, 1.83298], [-0.99627, 2.30895, -0.40218], [0.57344, 2.53282, -1.28622]], "forces_ev_per_a": [[0.32, -1.42, 0.20], [-1.23, 0.79, 0.37], [1.91, 2.74, 1.26], [1.72, 0.20, -1.46], [-0.87, 0.30, 0.22], [0.16, -0.83, -0.22], [-0.43, 0.77, 0.23], [-0.68, -1.58, -0.58], [-0.83, -0.18, 0.61], [-0.13, -0.12, 0.17], [0.08, -0.58, -0.64], [0.22, 1.74, -1.27], [-0.96, -1.90, 1.55], [-0.11, 0.45, 0.22], [0.32, 0.62, -1.14], [0.28, -1.45, 0.41], [0.50, 1.35, -0.08], [0.39, 0.35, -0.45], [0.01, -0.56, 0.16], [-0.02, 0.77, 0.01], [-0.33, -0.11, 0.35], [-0.33, -1.14, 0.17], [-0.10, 0.50, 0.85], [0.25, -0.53, -1.64], [-0.43, -0.61, 0.96], [1.29, 0.68, 0.30], [-0.84, 0.20, 0.81], [0.36, -0.83, -0.11], [-0.24, 0.27, 0.37], [0.17, -0.01, 0.03], [-0.59, 0.17, -0.29], [-0.27, -0.15, 0.51], [0.46, 0.25, -1.77], [0.07, -1.05, -0.58], [1.15, 0.14, -0.15], [-1.59, -0.57, 0.72], [-0.34, 0.92, -0.22], [0.79, -0.65, -0.43], [-1.69, 0.93, 1.46], [0.55, 0.59, 0.48], [0.56, 0.06, -0.24], [-0.23, -0.44, -0.24], [-0.02, 0.06, -0.04], [0.81, 0.03, -0.80], [-0.20, -1.40, 0.01], [-0.49, 1.15, -0.31], [0.42, -0.61, 0.09], [1.72, 0.28, 1.25], [-3.16, -0.04, -0.79], [1.44, -0.41, 0.38], [-0.31, 0.20, -0.12], [0.44, 1.15, 0.31], [0.10, 0.50, -0.29], [0.44, -0.82, -0.16], [-0.47, -0.03, -0.40], [0.37, -0.18, 0.37], [1.06, 1.30, -1.17], [-0.66, -1.77, 1.27], [0.18, -0.28, 0.43], [-0.92, 0.75, 0.75], [-0.29, 1.09, -1.98], [-0.73, -1.05, 1.14], [0.02, 0.88, -0.56], [0.38, -0.45, -0.74], [0.51, 0.56, -0.26], [0.17, -0.92, 0.36], [0.35, 0.02, -0.74], [1.49, -0.70, -0.73], [1.10, -0.59, 2.16], [-1.12, 0.34, 0.93], [-1.77, 0.33, -1.94], [0.57, 0.75, 2.78], [-0.38, 0.27, 0.07], [0.00, 0.13, -0.40], [0.45, 0.18, -0.26], [0.54, -0.32, -0.10], [-1.25, -0.62, -1.85], [0.28, -0.80, 0.29], [-2.11, 0.04, -1.93], [-1.94, -0.11, -0.77], [-1.62, -0.76, 0.07], [1.58, 0.85, 0.16], [-0.46, 0.36, 1.06], [0.21, -1.44, -1.19], [-0.15, 0.75, -0.38], [0.34, 0.43, 0.66], [1.32, -0.41, -0.01], [0.65, 0.25, 1.51], [0.94, 0.53, 0.03], [1.17, -0.46, 0.65], [-0.03, 0.68, 0.09], [-0.28, 0.25, 0.19]], "orbital_gap_ev": 9.64, "smiles": "O=S1(=O)CCCC1.c1ccncc1.c1ccncc1.c1ccncc1.c1ccncc1.c1ccncc1.c1ccncc1.c1ccncc1"}

{"formula": "C39H44BGeN6O6PRuS4", "method": "ωB97M-V/def2-TZVPD", "species": ["Ru", "C", "N", "C", "C", "N", "B", "N", "C", "C", "N", "C", "C", "S", "C", "S", "H", "H", "H", "H", "H", "H", "H", "H", "H", "H", "H", "H", "O", "S", "O", "N", "C", "S", "C", "C", "C", "C", "C", "C", "H", "H", "H", "H", "C", "P", "C", "C", "H", "H", "H", "H", "H", "H", "H", "H", "H", "O", "C", "O", "C", "C", "Ge", "C", "C", "C", "C", "C", "C", "C", "C", "C", "C", "C", "C", "C", "C", "C", "C", "C", "C", "H", "H", "H", "H", "H", "H", "H", "H", "H", "H", "H", "H", "H", "H", "H", "H", "H", "H", "H", "O", "N", "O"], "coordinates": [[-1.63147, -0.76979, 1.12063], [-2.61121, 3.00447, 3.82212], [-1.17892, 2.75628, 3.94505], [-0.45580, 3.01810, 5.07924], [0.82310, 2.67803, 4.80840], [0.87790, 2.21767, 3.51378], [2.21960, 1.73694, 2.82963], [2.31518, 0.18031, 3.06402], [2.93811, -0.43410, 4.12260], [2.68623, -1.76446, 4.03640], [1.91524, -1.94871, 2.91954], [1.42642, -3.24307, 2.44229], [1.70380, -0.75949, 2.33269], [0.86409, -0.44162, 0.85500], [-0.36552, 2.26283, 2.98973], [-0.84195, 1.87013, 1.36156], [-2.86874, 3.83269, 4.47907], [-3.15737, 2.11306, 4.09505], [-2.84341, 3.26640, 2.79450], [-0.91347, 3.42612, 5.96339], [1.70418, 2.72918, 5.42337], [3.14175, 2.24699, 3.44069], [2.18899, 1.98472, 1.64992], [3.49631, 0.12630, 4.85134], [2.98555, -2.58847, 4.66043], [1.33636, -3.89911, 3.30533], [2.11253, -3.65648, 1.70936], [0.46138, -3.10987, 1.97235], [-6.11671, -0.02599, 1.34399], [-5.04571, 0.89462, 1.60421], [-4.86819, 1.37185, 2.93842], [-3.62500, 0.28195, 0.95168], [-3.37805, 0.85828, -0.22529], [-2.15641, 0.26943, -1.16924], [-4.23641, 2.03512, -0.53639], [-4.14156, 2.92808, -1.58688], [-5.03439, 3.99292, -1.60847], [-5.98815, 4.15318, -0.60165], [-6.08011, 3.25238, 0.45241], [-5.17958, 2.20510, 0.44952], [-3.38319, 2.79695, -2.35027], [-4.98859, 4.71503, -2.41335], [-6.66561, 4.99701, -0.63663], [-6.81846, 3.36996, 1.23590], [-4.42432, -2.47497, 2.34572], [-3.00449, -2.63187, 1.25977], [-2.17188, -4.07637, 1.93271], [-3.67812, -3.11263, -0.34285], [-4.88312, -3.46248, 2.42464], [-5.15034, -1.77010, 1.95882], [-4.10542, -2.14651, 3.33770], [-2.88096, -4.90763, 1.91275], [-1.87071, -3.87461, 2.95912], [-1.29839, -4.30984, 1.33160], [-2.99373, -3.80848, -0.82094], [-3.78321, -2.23444, -0.97821], [-4.65384, -3.57731, -0.19345], [0.85157, -3.59090, -0.58751], [0.02927, -2.72896, -0.82163], [-0.92072, -2.43306, 0.05221], [-0.06863, -2.14141, -2.21672], [1.23576, -2.13262, -3.02316], [2.39234, -0.58497, -2.83601], [1.28274, 1.00479, -3.02359], [0.44736, 1.06225, -4.14873], [-0.36399, 2.16458, -4.38699], [-0.34675, 3.23993, -3.50657], [0.47010, 3.20168, -2.38627], [1.27274, 2.08916, -2.14444], [3.50022, -0.55074, -1.25106], [4.16513, 0.62238, -0.87464], [4.99637, 0.64821, 0.23813], [5.19883, -0.51009, 0.97773], [4.56683, -1.68855, 0.60179], [3.71559, -1.70989, -0.49904], [3.58210, -0.58780, -4.37174], [3.71545, -1.71028, -5.19215], [4.59618, -1.70586, -6.27113], [5.35584, -0.57738, -6.54160], [5.23467, 0.54887, -5.73458], [4.35475, 0.53975, -4.66114], [-0.51790, -1.15574, -2.16998], [-0.79954, -2.78689, -2.71910], [0.99631, -2.13195, -4.09012], [1.78861, -3.05120, -2.81534], [0.43369, 0.24059, -4.85885], [-1.00506, 2.18697, -5.26092], [-0.96451, 4.10976, -3.69762], [0.48271, 4.03133, -1.69083], [1.87464, 2.07183, -1.24583], [4.03456, 1.53484, -1.44618], [5.48405, 1.57149, 0.52777], [5.85151, -0.49425, 1.84207], [4.73434, -2.59677, 1.17002], [3.19877, -2.62889, -0.75475], [3.13467, -2.60436, -4.99374], [4.68838, -2.58508, -6.89742], [6.04248, -0.57262, -7.37899], [5.82511, 1.43261, -5.94298], [4.26555, 1.43183, -4.04808], [-0.89604, -1.88088, 3.65302], [-1.52102, -0.98437, 3.09433], [-2.11923, -0.15108, 3.76952]], "forces_ev_per_a": [[0.57, 2.07, -1.42], [0.27, 0.00, 0.08], [-0.37, 0.27, 0.01], [-0.18, -0.02, -0.05], [0.14, -0.17, -0.27], [0.20, -0.04, -0.07], [0.06, 0.08, -0.01], [0.13, 0.25, 0.19], [-0.16, 0.21, -0.22], [-0.07, -0.08, -0.13], [0.02, -0.51, -0.06], [0.19, 0.21, 0.08], [-0.23, 0.21, -0.06], [-0.17, -0.68, 0.25], [0.22, -0.22, -0.02], [-0.69, -0.13, 0.37], [0.00, 0.00, 0.00], [-0.06, -0.07, 0.01], [0.02, -0.05, -0.02], [0.01, -0.02, -0.04], [-0.01, 0.02, -0.05], [-0.21, -0.10, -0.11], [0.05, -0.03, 0.25], [0.01, 0.00, -0.04], [-0.03, 0.03, -0.01], [-0.03, -0.01, -0.03], [0.07, -0.02, -0.03], [0.01, 0.06, -0.01], [-0.04, -0.08, 0.04], [0.03, 0.00, 0.19], [-0.07, -0.12, -0.02], [0.40, -0.08, -0.41], [-0.73, 0.37, 0.18], [0.51, -0.19, 0.19], [0.28, -0.33, 0.10], [-0.02, 0.06, -0.10], [-0.03, -0.03, 0.06], [0.03, 0.03, -0.06], [0.04, -0.05, -0.06], [-0.17, 0.31, 0.01], [-0.02, 0.02, 0.03], [0.01, -0.01, 0.02], [0.02, -0.02, -0.03], [0.06, -0.02, -0.03], [-0.05, 0.00, 0.29], [0.23, 0.13, 0.07], [0.00, -0.26, 0.03], [-0.09, 0.01, -0.07], [-0.04, 0.01, 0.06], [-0.08, -0.05, -0.05], [0.01, -0.02, -0.04], [0.03, -0.01, 0.01], [-0.03, -0.01, -0.02], [-0.03, -0.06, 0.00], [0.00, -0.01, -0.02], [-0.04, 0.02, 0.02], [0.02, -0.02, -0.05], [0.08, -0.07, 0.12], [-0.08, -0.16, 0.05], [-0.04, -0.33, -0.09], [0.07, 0.17, -0.02], [-0.27, -0.37, 0.16], [-0.02, 0.15, 0.08], [-0.26, 0.29, -0.09], [0.03, 0.14, 0.13], [0.05, -0.08, 0.04], [0.02, 0.00, 0.03], [0.01, -0.14, -0.01], [-0.16, -0.05, -0.04], [0.26, 0.06, 0.33], [-0.01, -0.18, 0.06], [-0.03, -0.06, -0.01], [-0.03, 0.01, -0.05], [-0.08, 0.01, -0.04], [0.05, 0.17, 0.05], [0.21, -0.10, -0.31], [0.13, 0.15, -0.04], [-0.06, 0.03, 0.09], [-0.01, 0.04, 0.04], [-0.05, -0.09, 0.01], [-0.01, -0.05, -0.08], [0.03, 0.07, -0.08], [-0.06, 0.06, 0.02], [-0.05, -0.11, 0.01], [0.00, 0.01, -0.06], [0.02, 0.00, 0.02], [0.03, 0.00, 0.02], [0.00, -0.01, 0.00], [-0.01, 0.00, 0.01], [0.02, -0.04, 0.07], [-0.01, -0.03, -0.01], [-0.02, -0.03, -0.01], [-0.01, 0.00, 0.00], [-0.01, 0.01, 0.00], [0.00, 0.02, -0.01], [0.01, 0.01, 0.01], [0.00, 0.01, 0.01], [-0.01, 0.00, 0.00], [0.00, -0.01, 0.00], [-0.01, -0.03, 0.00], [0.09, -0.06, -0.16], [0.33, -0.32, 1.23], [-0.10, 0.06, -0.44]], "orbital_gap_ev": [6.51, 5.83], "e_above_lowest_kj_mol": 34.1}

Question: Which formula does entry 2 have?
Answer: C39H44BGeN6O6PRuS4